Density functional theory data (ωB97M-V/def2-TZVPD) for C19H24N4O3 in the gas phase.

Geometry as XYZ:
```
50
Properties=species:S:1:pos:R:3
H 0.75024 0.95057 7.14814
N 1.59465 1.49949 7.26214
C 1.91636 2.07708 6.18865
N 3.00453 2.90001 5.99522
C 3.02772 3.34762 4.69141
C 1.97607 2.80784 4.07098
C 1.55481 3.03388 2.67685
O 2.11755 3.90892 2.02966
N 0.55738 2.28827 2.15292
C -0.04335 1.05045 2.67420
C -0.52888 0.34030 1.41121
C 0.57847 -0.48457 0.76662
C -0.95878 1.53891 0.54374
N -1.13080 1.26894 -0.86441
C -2.20323 0.56704 -1.31602
O -3.09522 0.20531 -0.56913
C -2.22692 0.29193 -2.80907
C -2.78037 -1.10617 -3.11373
C -1.67633 -2.13090 -3.14397
C -1.28191 -2.77025 -1.97308
C -0.21882 -3.66277 -1.98860
C 0.45622 -3.92439 -3.17016
C 0.07715 -3.29874 -4.35525
C 0.81805 -3.57126 -5.63668
C -0.98915 -2.40751 -4.32221
C 0.13505 2.57285 0.78801
O 1.26879 2.02000 4.97877
H 3.65210 3.11376 6.73024
H 3.77043 4.01562 4.29573
H 0.68869 0.46053 3.22048
H -0.86994 1.27946 3.35031
H -1.38903 -0.29329 1.62584
H 1.46564 0.12258 0.56683
H 0.87936 -1.29737 1.42895
H 0.25012 -0.92715 -0.17461
H -1.91233 1.90709 0.92655
H -0.35610 1.42226 -1.48732
H -1.23917 0.42738 -3.25332
H -2.88346 1.05390 -3.23847
H -3.28167 -1.09015 -4.08276
H -3.52683 -1.35256 -2.35935
H -1.81817 -2.57128 -1.05173
H 0.07946 -4.16262 -1.07535
H 1.28055 -4.62817 -3.17792
H 0.23854 -3.25478 -6.50326
H 1.76875 -3.03426 -5.65772
H 1.04054 -4.63313 -5.74472
H -1.29919 -1.91953 -5.24151
H 0.97493 2.44798 0.09537
H -0.21249 3.60088 0.69156
```

M in g mol⁻¹: 356.43
Largest force on an atom in eV Å⁻¹: 0.32
LUMO in eV: 0.6
Energy above the lowest of the compared OMol25 structures with the same formula, charge and spin in kJ/mol: 148.22
Orbital gap in eV: 8.9097

***

Density functional theory data (ωB97M-V/def2-TZVPD) for C19H24N4O4 in the gas phase.

Geometry as XYZ:
```
51
Properties=species:S:1:pos:R:3
C -3.71608 -1.69452 2.01340
C -2.54662 -1.00484 1.31508
N -1.65129 -1.99965 0.76340
C -0.32782 -1.81508 0.66157
O 0.24858 -0.81725 1.08494
C 0.35461 -2.93844 0.00075
N -0.36833 -4.02035 -0.42127
C 0.48503 -4.83714 -0.97304
N 1.73762 -4.34411 -0.93755
C 1.69024 -3.12780 -0.31949
C 2.96221 -2.37980 -0.19727
O 3.98146 -2.85548 -0.68130
N 2.89176 -1.21922 0.46603
C 4.02612 -0.33889 0.55882
C 3.70816 1.07492 0.06524
O 4.52170 1.78147 -0.47063
O 2.45603 1.37743 0.34772
C 1.85330 2.64219 -0.02932
C 1.83336 2.76178 -1.55218
C 0.43394 2.54561 0.52822
C 2.61236 3.80564 0.60610
C -3.04148 -0.06024 0.23964
C -3.52349 -0.55233 -0.96683
C -3.98057 0.31316 -1.94441
C -3.96277 1.68036 -1.72677
C -3.48355 2.17759 -0.52735
C -3.02452 1.31143 0.44952
H -4.30018 -2.26633 1.29561
H -3.35184 -2.36617 2.78701
H -4.36410 -0.95086 2.46946
H -1.95942 -0.43172 2.04220
H -2.02409 -2.84666 0.35815
H 0.22825 -5.78453 -1.40318
H 2.60106 -4.73365 -1.28883
H 1.97987 -0.87562 0.79037
H 4.84488 -0.75431 -0.03528
H 4.35817 -0.25056 1.60153
H 1.30115 1.91664 -1.98360
H 2.84778 2.77786 -1.94235
H 1.33096 3.68017 -1.84255
H -0.16447 3.38325 0.18281
H -0.02407 1.61534 0.20365
H 0.46046 2.54531 1.61433
H 3.61508 3.87755 0.19385
H 2.08206 4.73377 0.41159
H 2.68474 3.66063 1.68195
H -3.53735 -1.61734 -1.14865
H -4.35152 -0.08088 -2.87931
H -4.31883 2.35522 -2.49098
H -3.46394 3.24323 -0.35247
H -2.64459 1.70322 1.38165
```

M in g mol⁻¹: 372.42
Largest force on an atom in eV Å⁻¹: 0.93
LUMO in eV: 0.6
Energy above the lowest of the compared OMol25 structures with the same formula, charge and spin in kJ/mol: 23.97
Orbital gap in eV: 9.8140

***

Density functional theory data (ωB97M-V/def2-TZVPD) for C19H24N4OS in the gas phase in a non-equilibrium geometry.

Geometry as XYZ:
```
49
Properties=species:S:1:pos:R:3
C 5.06756 0.07717 -1.79728
C 5.02937 -0.96055 -0.73161
C 5.85191 -2.10649 -0.70892
C 5.63087 -2.90906 0.36713
S 4.40694 -2.29390 1.39544
C 4.18034 -0.91631 0.35608
C 3.19847 0.05867 0.71212
N 3.01563 1.08427 -0.03189
N 2.08432 2.03397 0.24531
C 1.15745 2.12000 1.24573
O 1.07447 1.33676 2.16845
C 0.20263 3.30854 1.07268
N -1.04254 3.04149 0.38406
C -2.03621 2.25657 1.09038
C -1.88342 0.74516 0.90394
N -1.89711 0.42436 -0.51548
C -1.86021 -1.01118 -0.73540
C -3.12793 -1.66744 -0.26165
C -4.35706 -1.11147 -0.59612
C -5.53278 -1.70656 -0.17863
C -5.49449 -2.86957 0.57337
C -4.27460 -3.42936 0.90940
C -3.09731 -2.82876 0.49665
C -0.80384 1.10313 -1.18337
C -0.96071 2.61767 -0.99712
H 5.80948 -0.17659 -2.54997
H 5.30401 1.04752 -1.36496
H 4.08938 0.16739 -2.26589
H 6.58240 -2.32463 -1.46811
H 6.11724 -3.83081 0.61819
H 2.64323 -0.13637 1.62623
H 2.08021 2.74975 -0.47022
H 0.71058 4.11753 0.53605
H -0.05243 3.66322 2.07486
H -1.99815 2.50257 2.15198
H -3.01243 2.55582 0.69336
H -2.72585 0.23779 1.37900
H -0.95639 0.39573 1.38652
H -1.75987 -1.17648 -1.81470
H -0.98714 -1.47717 -0.24180
H -4.37501 -0.20224 -1.17752
H -6.48325 -1.26493 -0.44131
H -6.41288 -3.33657 0.89786
H -4.23788 -4.33445 1.49821
H -2.14658 -3.26698 0.76653
H -0.84691 0.86972 -2.25119
H 0.17504 0.76123 -0.80132
H -0.14529 3.14791 -1.49459
H -1.90326 2.91394 -1.47053
```

M in g mol⁻¹: 356.50
Largest force on an atom in eV Å⁻¹: 1.10
LUMO in eV: 0.4
Energy above the lowest of the compared OMol25 structures with the same formula, charge and spin in kJ/mol: 253.27
Orbital gap in eV: 8.5781

***

Density functional theory data (ωB97M-V/def2-TZVPD) for 2 unconnected molecules or ions with the total composition C19H24NO2 in a non-equilibrium geometry.

Geometry as XYZ:
```
46
Properties=species:S:1:pos:R:3
C -4.20968 4.34870 -3.06020
O -2.82368 4.50120 -2.69778
C -2.13415 3.43301 -2.23514
C -0.81469 3.66472 -1.77457
C -0.11513 2.68050 -1.12370
C -0.69966 1.40993 -0.84008
C -0.04587 0.62703 0.16292
C -0.67151 -0.54804 0.72188
C 0.07621 -1.68185 1.14321
C -0.55118 -2.72872 1.80362
C -1.94285 -2.70681 2.03739
O -2.43981 -3.79795 2.67265
C -1.28991 -4.69228 2.92436
C -0.02496 -3.98517 2.41574
C -2.70792 -1.61615 1.60515
C -2.08100 -0.57889 0.96392
C -1.95483 1.13529 -1.47957
C -2.67570 2.13406 -2.10989
H -4.49415 5.31743 -3.47463
H -4.33065 3.55844 -3.81243
H -4.82111 4.11387 -2.17764
H -0.40638 4.66093 -1.90318
H 0.88976 2.87105 -0.75508
H 0.59550 1.20729 0.81620
H 1.15095 -1.72228 0.98867
H -1.25305 -4.89731 4.00402
H -1.47059 -5.63850 2.39163
H 0.51943 -4.60788 1.70129
H 0.66185 -3.79080 3.24692
H -3.76736 -1.61194 1.83477
H -2.68726 0.28677 0.68440
H -2.42360 0.14500 -1.43390
H -3.68589 1.95444 -2.48209
C 4.61965 -0.40684 1.22159
C 3.85940 -0.48766 -0.10087
C 4.69428 -0.12104 -1.32957
N 2.60744 0.28657 -0.03397
H 5.45644 -1.11931 1.24005
H 5.02530 0.59898 1.40256
H 3.95090 -0.68138 2.04852
H 3.57567 -1.54921 -0.23630
H 5.53542 -0.81897 -1.45856
H 4.07727 -0.19549 -2.23480
H 5.11121 0.89302 -1.24964
H 2.01662 0.09733 -0.84407
H 2.09927 0.05892 0.81621
```

M in g mol⁻¹: 298.41
Largest force on an atom in eV Å⁻¹: 3.76
LUMO in eV: -5.3
Energy above the lowest of the compared OMol25 structures with the same formula, charge and spin in kJ/mol: 242.37
Orbital gap in eV: 6.1947
Charge: +1